This record from the OMol25 dataset describes a cluster of 17 separate species, C87H209N23O23 in total in a non-equilibrium geometry. The level of theory is ωB97M-V with the def2-TZVPD basis set.

highest occupied orbital energy = -7.1 eV
DFT total energy = -174957.98083 eV
strongest force on any atom = 8.554 eV Å⁻¹
lowest unoccupied orbital energy = -0.11 eV
orbital gap = 7.03 eV

Last column: Löwdin charge in e.
Atoms and positions in Å:
C: 2.065 2.857 -8.399  -0.1012
O: 0.706 3.082 -8.233  -0.2135
C: 0.171 3.439 -6.987  -0.2026
C: 0.266 5.048 -6.832  -0.1770
N: -0.328 5.620 -8.038  -0.0503
C: -1.794 5.432 -8.054  -0.1778
C: -2.483 6.206 -9.199  -0.2544
O: -2.190 5.621 -10.427  -0.1918
C: -2.838 6.298 -11.506  -0.0912
H: 2.306 2.001 -7.768  0.0678
H: 2.694 3.667 -8.032  0.0882
H: 2.311 2.696 -9.449  0.0965
H: 0.813 3.121 -6.166  0.1068
H: -0.841 3.045 -6.897  0.1025
H: 1.282 5.412 -6.674  0.1036
H: -0.183 5.281 -5.867  0.0819
H: 0.116 5.000 -8.700  0.0844
H: -2.183 5.745 -7.085  0.1220
H: -2.032 4.372 -8.137  0.1070
H: -2.246 7.270 -9.194  0.1180
H: -3.545 6.171 -8.958  0.1117
H: -2.798 7.379 -11.368  0.0818
H: -3.841 5.880 -11.421  0.0879
H: -2.358 6.091 -12.462  0.0849
C: -4.876 0.211 3.571  -0.1284
O: -5.616 1.390 3.540  -0.1791
C: -6.258 1.664 2.302  -0.2055
C: -7.561 0.876 2.125  -0.2362
N: -8.608 1.262 3.033  -0.0398
C: -9.721 0.279 3.063  -0.2132
C: -10.716 0.752 4.054  -0.2970
O: -10.295 0.808 5.392  -0.1722
C: -11.492 0.757 6.266  -0.0639
H: -5.559 -0.638 3.617  0.0825
H: -4.279 0.323 4.477  0.0783
H: -4.148 -0.014 2.792  0.0811
H: -5.611 1.386 1.470  0.1039
H: -6.431 2.736 2.209  0.1163
H: -7.323 -0.175 2.291  0.0982
H: -7.862 1.019 1.087  0.1154
H: -8.221 1.376 3.958  0.1106
H: -9.434 -0.748 3.288  0.1162
H: -10.232 0.249 2.101  0.1232
H: -11.484 -0.006 3.905  0.1132
H: -11.108 1.709 3.707  0.1280
H: -11.037 0.791 7.256  0.0807
H: -11.932 -0.235 6.171  0.0840
H: -12.183 1.600 6.245  0.0869
C: 7.539 2.810 -1.410  -0.0739
O: 7.404 1.699 -0.488  -0.1777
C: 6.037 1.606 -0.099  -0.2245
C: 5.897 0.561 1.064  -0.1458
N: 5.851 -0.857 0.530  -0.0400
C: 6.048 -1.851 1.625  -0.1594
C: 6.232 -3.294 0.999  -0.2073
O: 7.414 -3.306 0.193  -0.1933
C: 7.678 -4.645 -0.166  -0.1166
H: 8.553 3.197 -1.308  0.0844
H: 7.055 3.678 -0.962  0.0743
H: 7.340 2.555 -2.451  0.0747
H: 5.439 1.310 -0.961  0.1015
H: 5.554 2.497 0.302  0.1118
H: 4.974 0.777 1.603  0.0892
H: 6.714 0.673 1.777  0.1128
H: 6.516 -1.076 -0.198  0.0883
H: 5.134 -1.925 2.215  0.0998
H: 6.974 -1.664 2.169  0.1162
H: 5.415 -3.498 0.307  0.1099
H: 6.169 -3.990 1.835  0.0935
H: 8.424 -4.691 -0.960  0.0917
H: 6.789 -5.174 -0.509  0.0728
H: 8.200 -5.073 0.690  0.0887
C: 4.022 -6.218 -2.013  -0.0844
O: 2.971 -6.713 -2.908  -0.1755
C: 1.683 -6.389 -2.396  -0.2215
C: 0.635 -7.452 -2.737  -0.1963
N: 0.350 -7.686 -4.148  -0.0460
C: -0.092 -6.429 -4.823  -0.1939
C: -1.518 -6.032 -4.587  -0.2557
O: -1.958 -5.138 -5.572  -0.1707
C: -3.133 -4.483 -5.200  -0.1173
H: 3.834 -5.237 -1.578  0.0633
H: 5.052 -6.286 -2.363  0.0781
H: 4.047 -6.892 -1.157  0.0723
H: 1.510 -5.410 -2.842  0.0979
H: 1.719 -6.136 -1.336  0.0939
H: -0.327 -7.047 -2.423  0.0995
H: 0.880 -8.405 -2.269  0.1190
H: 1.184 -8.076 -4.564  0.1020
H: 0.059 -6.673 -5.874  0.1229
H: 0.565 -5.570 -4.688  0.1098
H: -1.460 -5.605 -3.586  0.1020
H: -2.217 -6.857 -4.449  0.1304
H: -3.068 -4.108 -4.178  0.0741
H: -3.852 -5.302 -5.232  0.0908
H: -3.368 -3.678 -5.896  0.0893
C: 0.194 -0.749 -5.804  -0.0543
O: -0.694 -0.429 -4.743  -0.1878
C: -1.899 -1.047 -4.559  -0.2431
C: -3.090 -0.186 -4.093  -0.2148
N: -2.869 0.293 -2.783  -0.0619
C: -4.098 0.727 -2.049  -0.1630
C: -4.865 -0.501 -1.596  -0.2495
O: -4.147 -1.133 -0.563  -0.2036
C: -4.872 -2.291 -0.079  -0.0549
H: 0.587 -1.729 -5.533  0.0862
H: 1.007 -0.035 -5.939  0.0773
H: -0.353 -0.844 -6.742  0.0912
H: -1.898 -1.971 -3.980  0.1066
H: -2.240 -1.410 -5.528  0.1127
H: -3.872 -0.944 -4.055  0.1023
H: -3.451 0.593 -4.764  0.1313
H: -2.587 -0.505 -2.231  0.0748
H: -4.676 1.323 -2.755  0.1254
H: -3.926 1.368 -1.185  0.0993
H: -5.114 -1.157 -2.430  0.1119
H: -5.863 -0.230 -1.251  0.1181
H: -5.658 -1.838 0.527  0.0801
H: -4.177 -2.873 0.525  0.0653
H: -5.414 -2.846 -0.845  0.0933
C: -7.347 -4.743 2.246  -0.1011
O: -6.011 -4.303 2.323  -0.1994
C: -5.314 -4.709 3.501  -0.2114
C: -3.856 -4.393 3.420  -0.1983
N: -3.146 -5.482 2.735  -0.0756
C: -2.937 -5.370 1.282  -0.1611
C: -2.285 -6.687 0.760  -0.1801
O: -0.872 -6.651 0.949  -0.2612
C: -0.170 -7.863 0.962  -0.0824
H: -7.974 -4.362 3.053  0.0906
H: -7.390 -5.831 2.195  0.0865
H: -7.650 -4.410 1.253  0.0884
H: -5.401 -5.742 3.838  0.1301
H: -5.632 -4.026 4.290  0.1214
H: -3.357 -4.327 4.386  0.0938
H: -3.640 -3.478 2.868  0.1219
H: -3.497 -6.387 3.013  0.1120
H: -2.158 -4.696 0.924  0.1032
H: -3.865 -5.184 0.742  0.1056
H: -2.567 -6.775 -0.290  0.1171
H: -2.672 -7.598 1.216  0.1188
H: -0.546 -8.439 1.808  0.0957
H: 0.880 -7.614 1.114  0.0835
H: -0.346 -8.415 0.039  0.0850
C: 5.867 -2.831 -2.827  -0.0088
C: 5.928 -2.292 -4.313  -0.4226
C: 4.675 -2.684 -5.128  -0.1418
C: 4.240 -1.783 -6.228  -0.1834
C: 4.126 -0.324 -5.789  -0.1498
C: 5.415 0.201 -5.081  -0.4766
N: 5.930 -0.810 -4.119  -0.1217
O: 6.924 -0.325 -3.245  -0.0139
C: 6.378 0.511 -6.189  -0.0334
C: 4.938 1.452 -4.279  -0.0266
C: 7.212 -2.647 -5.132  -0.0215
H: 5.686 -3.905 -2.797  0.0593
H: 5.025 -2.399 -2.287  0.0701
H: 6.758 -2.613 -2.238  0.0662
H: 4.923 -3.657 -5.552  0.1173
H: 3.886 -2.913 -4.413  0.1123
H: 3.294 -2.176 -6.601  0.1100
H: 4.951 -1.719 -7.052  0.1049
H: 3.290 -0.285 -5.091  0.0966
H: 3.614 0.270 -6.546  0.1027
H: 6.542 -0.241 -6.961  0.0704
H: 5.977 1.376 -6.718  0.0891
H: 7.293 0.635 -5.610  0.0913
H: 4.163 1.241 -3.542  0.0719
H: 5.804 1.857 -3.756  0.0608
H: 4.389 2.159 -4.901  0.0786
H: 8.113 -2.359 -4.591  0.0764
H: 7.347 -2.174 -6.105  0.0685
H: 7.285 -3.727 -5.263  0.0736
H: 6.399 -0.043 -2.492  0.0675
C: -2.458 3.176 4.461  -0.0204
C: -2.236 4.327 3.460  -0.4418
C: -3.581 5.035 3.192  -0.1509
C: -3.598 6.473 2.714  -0.1787
C: -2.743 7.339 3.661  -0.1431
C: -1.353 6.782 3.993  -0.4815
N: -1.363 5.318 4.215  -0.1477
O: -0.162 4.864 4.596  -0.0174
C: -0.499 7.057 2.765  -0.0256
C: -0.941 7.546 5.279  -0.0231
C: -1.552 3.876 2.136  -0.0025
H: -3.050 3.494 5.319  0.0896
H: -1.461 2.771 4.635  0.0768
H: -3.145 2.493 3.962  0.0574
H: -4.173 4.520 2.435  0.0995
H: -4.166 5.066 4.111  0.1181
H: -4.633 6.815 2.719  0.1143
H: -3.225 6.419 1.692  0.0826
H: -3.306 7.672 4.533  0.1122
H: -2.616 8.270 3.108  0.1165
H: -0.090 8.068 2.745  0.0935
H: 0.431 6.493 2.826  0.0625
H: -1.022 6.814 1.840  0.0853
H: -1.422 7.047 6.120  0.0876
H: 0.138 7.674 5.358  0.0816
H: -1.373 8.545 5.352  0.0726
H: -1.958 4.492 1.334  0.0713
H: -1.842 2.855 1.887  0.0631
H: -0.465 3.952 2.178  0.0623
H: 0.463 4.972 3.875  0.0387
C: 1.491 -3.678 0.095  -0.0433
C: 0.828 -2.405 -0.468  -0.4140
C: -0.488 -2.231 0.378  -0.1017
C: -1.103 -0.778 0.231  -0.1310
C: -0.055 0.258 0.803  -0.1019
C: 1.255 0.196 -0.024  -0.4708
N: 1.768 -1.222 -0.247  -0.0796
O: 2.948 -1.212 -1.001  -0.0183
C: 1.052 0.941 -1.359  -0.0153
C: 2.276 0.972 0.788  -0.0312
C: 0.564 -2.642 -1.977  -0.0224
H: 2.001 -3.437 1.028  0.0710
H: 2.254 -4.156 -0.519  0.0496
H: 0.820 -4.535 0.159  0.0689
H: -1.231 -2.803 -0.177  0.0896
H: -0.518 -2.649 1.384  0.1015
H: -2.026 -0.729 0.808  0.0881
H: -1.349 -0.641 -0.822  0.0777
H: 0.119 -0.007 1.846  0.1004
H: -0.528 1.227 0.647  0.1011
H: 0.452 0.360 -2.060  0.0605
H: 0.520 1.891 -1.315  0.0732
H: 2.015 1.147 -1.828  0.0709
H: 1.938 1.957 1.110  0.0858
H: 2.396 0.375 1.692  0.0555
H: 3.202 1.025 0.216  0.0699
H: 1.411 -2.962 -2.583  0.0760
H: 0.297 -1.721 -2.497  0.0518
H: -0.351 -3.163 -2.258  0.0717
H: 3.647 -1.378 -0.365  0.0610
C: 3.796 8.154 -0.463  -0.0365
C: 4.205 6.695 -0.260  -0.5055
C: 3.145 6.168 0.733  -0.1520
C: 1.787 5.819 0.171  -0.1639
C: 2.109 4.673 -0.797  -0.1514
C: 2.879 5.211 -2.025  -0.4206
N: 4.132 5.889 -1.513  -0.0810
O: 4.972 6.426 -2.546  -0.0192
C: 3.346 3.995 -2.887  -0.0550
C: 1.898 6.076 -2.938  0.0022
C: 5.584 6.542 0.375  -0.0258
H: 2.816 8.274 -0.925  0.0775
H: 3.810 8.722 0.467  0.0834
H: 4.492 8.660 -1.133  0.0772
H: 3.504 5.261 1.220  0.1093
H: 3.017 6.916 1.514  0.1179
H: 1.191 5.349 0.953  0.0863
H: 1.175 6.571 -0.328  0.1161
H: 1.173 4.213 -1.116  0.1040
H: 2.567 3.842 -0.261  0.1012
H: 3.935 3.340 -2.245  0.0640
H: 3.890 4.220 -3.804  0.0723
H: 2.487 3.431 -3.249  0.0751
H: 1.988 5.784 -3.984  0.0652
H: 2.166 7.127 -2.825  0.0671
H: 0.871 6.063 -2.575  0.0649
H: 6.294 6.988 -0.322  0.0761
H: 5.606 7.165 1.270  0.0878
H: 5.849 5.535 0.698  0.0775
H: 5.859 6.198 -2.257  0.0766
C: -1.496 -1.816 4.643  -0.0150
C: -1.517 -1.905 6.215  -0.4429
C: -2.984 -2.060 6.589  -0.1569
C: -3.342 -2.599 7.947  -0.1872
C: -2.707 -3.985 8.158  -0.1149
C: -1.127 -3.854 7.971  -0.4756
N: -0.720 -3.088 6.781  -0.1207
O: 0.627 -2.877 6.464  -0.0105
C: -0.484 -3.387 9.282  -0.0199
C: -0.733 -5.322 7.709  -0.0533
C: -0.959 -0.623 6.812  -0.0217
H: -2.060 -0.964 4.263  0.0777
H: -1.680 -2.785 4.179  0.0412
H: -0.472 -1.616 4.327  0.0586
H: -3.424 -1.065 6.641  0.1138
H: -3.527 -2.559 5.787  0.0982
H: -4.408 -2.569 8.173  0.1125
H: -2.964 -1.981 8.761  0.1047
H: -3.264 -4.654 7.502  0.1062
H: -2.883 -4.330 9.177  0.1125
H: 0.597 -3.498 9.369  0.0898
H: -0.891 -2.385 9.420  0.0711
H: -0.920 -4.014 10.060  0.0768
H: -0.620 -5.984 8.568  0.0860
H: -1.306 -5.800 6.915  0.0694
H: 0.262 -5.354 7.266  0.0725
H: -0.958 -0.538 7.899  0.0817
H: -1.582 0.162 6.384  0.0809
H: 0.105 -0.483 6.623  0.0839
H: 0.731 -3.590 5.829  0.0073
C: -1.683 3.951 -3.404  -0.7529
O: -1.437 5.094 -3.844  0.0001
N: -2.485 3.748 -2.397  0.1870
N: -1.473 2.883 -4.053  0.2094
H: -2.819 4.548 -1.879  0.0887
H: -2.691 2.828 -2.036  0.0664
H: -1.840 1.988 -3.760  0.0712
H: -1.082 2.983 -4.979  0.0790
C: 0.589 -4.926 3.920  -0.7577
O: 1.448 -4.526 4.673  -0.0034
N: 0.788 -5.418 2.757  0.2369
N: -0.631 -4.848 4.271  0.2176
H: 0.117 -5.641 2.036  0.0712
H: 1.732 -5.455 2.401  0.0634
H: -0.873 -4.397 5.142  0.0761
H: -1.365 -5.315 3.758  0.0863
C: 4.197 -6.226 2.489  -0.8365
O: 3.252 -6.471 1.772  0.0326
N: 4.212 -5.577 3.592  0.2167
N: 5.322 -6.678 2.195  0.1853
H: 5.095 -5.480 4.074  0.1280
H: 3.354 -5.116 3.858  0.0751
H: 6.108 -6.234 2.649  0.1122
H: 5.422 -6.865 1.207  0.1241
C: -5.268 5.764 -0.677  -0.7185
O: -4.188 6.386 -0.730  0.0123
N: -6.454 6.182 -0.953  0.1681
N: -5.325 4.442 -0.406  0.1517
H: -7.283 5.674 -0.679  0.1186
H: -6.455 7.136 -1.284  0.1307
H: -6.232 4.006 -0.486  0.0928
H: -4.512 3.843 -0.376  0.0851
C: 2.844 3.289 4.116  -0.7846
O: 2.698 4.497 3.936  0.0130
N: 3.952 2.723 4.440  0.1826
N: 1.932 2.383 4.000  0.1881
H: 3.826 1.725 4.529  0.0651
H: 4.725 3.283 4.770  0.1265
H: 2.178 1.407 4.087  0.0689
H: 1.049 2.743 3.666  0.0950
C: 2.975 -1.379 4.101  -0.7319
O: 3.329 -0.222 4.440  -0.0210
N: 3.550 -2.388 4.670  0.1913
N: 1.993 -1.713 3.349  0.2261
H: 3.074 -3.276 4.593  0.0629
H: 4.378 -2.183 5.209  0.1327
H: 1.708 -1.027 2.665  0.0755
H: 1.610 -2.648 3.368  0.0917